{
  "formula": "C20H20Cl3N4ORuS",
  "method": "ωB97M-V with the def2-TZVPD basis set",
  "multiplicity": 2,
  "homo_energy_ha": [-0.2802, -0.2771],
  "homo_lumo_gap_ev": [6.91, 6.44],
  "e_lumo_ha": [-0.0264, -0.0402],
  "species": ["Ru", "Cl", "Cl", "Cl", "S", "O", "N", "N", "N", "N", "C", "C", "C", "C", "C", "C", "C", "C", "C", "C", "C", "C", "C", "C", "C", "C", "C", "C", "C", "C", "H", "H", "H", "H", "H", "H", "H", "H", "H", "H", "H", "H", "H", "H", "H", "H", "H", "H", "H", "H"],
  "xyz": [[0.3069, -0.7602, 0.7293], [2.4254, -7.4678, -0.7368], [-0.5427, -2.9861, -0.3010], [4.1622, -3.3699, 2.2958], [1.4676, -0.0192, -0.9834], [1.6611, -2.0800, 1.4805], [-0.7128, 1.6465, 2.1250], [-1.1633, 0.4349, -0.2138], [0.2822, 0.0767, -3.3787], [-1.1474, 0.3181, -1.6055], [0.6127, -0.3157, 5.7095], [-0.3856, 1.9643, 3.5353], [-3.0591, 1.7684, 2.5111], [-3.3219, 1.5544, -0.5134], [1.4692, 0.2704, 4.5750], [2.2560, 1.4743, 5.1169], [0.0549, 0.1615, -2.0473], [-2.1466, 1.0948, 0.2876], [2.9562, -4.0508, 1.2576], [2.4454, -0.7920, 4.0880], [0.1780, 0.5082, 2.2042], [1.8161, -3.2698, 0.9656], [-2.8118, 2.0338, 3.9284], [0.5582, 0.7606, 3.4954], [3.1431, -5.3184, 0.7482], [-2.0261, 1.4845, 1.7005], [0.8967, -3.8957, 0.1116], [2.1856, -5.8729, -0.0895], [-1.5783, 2.0686, 4.4332], [1.0489, -5.1639, -0.4166], [1.5898, 2.2527, 5.4967], [-1.4129, 2.2202, 5.4926], [-4.2367, 1.3901, 0.0548], [1.9256, -1.6770, 3.7328], [1.2273, 0.1370, -3.7120], [3.1045, -1.0840, 4.9092], [3.0572, -0.4267, 3.2624], [-3.3757, 1.0269, -1.4589], [4.0362, -5.8717, 1.0011], [0.1936, 2.8961, 3.5748], [-0.0403, 0.4363, 6.1555], [2.8995, 1.1535, 5.9385], [0.2977, -5.5838, -1.0705], [2.8853, 1.9086, 4.3380], [-0.4555, 0.3692, -3.9974], [-4.0759, 1.7504, 2.1488], [-3.6672, 2.1623, 4.5795], [1.2646, -0.7058, 6.4943], [-0.0083, -1.1333, 5.3405], [-3.2432, 2.6260, -0.7075]],
  "forces_ev_per_a": [[-0.4930, -0.3053, 0.1285], [-0.0018, 0.0083, 0.0050], [0.0471, 0.1600, -0.0206], [-0.0053, -0.0151, -0.0104], [0.0495, 0.1301, -0.1894], [0.0454, -0.0475, -0.0246], [-0.0200, -0.0254, 0.0956], [0.0546, -0.1898, 0.0716], [-0.0039, 0.0550, -0.0410], [0.0656, 0.0323, -0.1012], [-0.0071, -0.0158, -0.0020], [0.1150, 0.0657, -0.0132], [-0.0109, -0.0772, -0.0340], [0.0196, 0.0348, 0.0139], [0.1065, 0.0745, -0.0675], [-0.0120, 0.0001, 0.0122], [-0.0022, -0.0265, 0.2156], [0.0217, -0.0916, -0.1245], [0.0377, -0.0098, 0.0233], [-0.0081, 0.0096, -0.0201], [0.4405, 0.2586, -0.1598], [-0.0449, 0.1023, 0.0607], [0.0631, -0.0153, 0.0425], [-0.3417, -0.1316, 0.1241], [0.0103, -0.0073, 0.0037], [-0.0597, 0.1007, 0.0818], [-0.0011, -0.0138, -0.0031], [0.0075, 0.0154, 0.0091], [-0.0624, -0.0252, -0.0486], [-0.0344, -0.0234, -0.0211], [0.0109, -0.0041, 0.0025], [0.0013, 0.0073, -0.0100], [0.0040, 0.0215, 0.0020], [-0.0054, -0.0209, -0.0007], [-0.0021, -0.0325, -0.0005], [0.0111, 0.0141, -0.0097], [-0.0080, -0.0032, -0.0063], [0.0002, -0.0024, -0.0030], [-0.0015, 0.0013, -0.0001], [-0.0121, 0.0065, 0.0371], [-0.0007, -0.0136, -0.0155], [0.0011, 0.0030, -0.0044], [0.0035, 0.0006, 0.0041], [-0.0033, 0.0044, 0.0073], [-0.0001, -0.0066, 0.0010], [0.0180, 0.0006, -0.0190], [0.0062, -0.0060, 0.0041], [-0.0081, 0.0106, 0.0046], [0.0085, -0.0033, 0.0067], [0.0007, -0.0044, -0.0068]]
}

{
  "formula": "C20H20ClN3O3S2",
  "method": "ωB97M-V with the def2-TZVPD basis set",
  "homo_energy_ha": -0.3389,
  "homo_lumo_gap_ev": 9.15,
  "smiles": "O=S(=O)(c1cccc(-c2nnc(SCc3ccc(Cl)cc3)o2)c1)N1CCCCC1",
  "e_lumo_ha": -0.0027,
  "species": ["Cl", "S", "S", "O", "O", "O", "N", "N", "N", "C", "C", "C", "C", "C", "C", "C", "C", "C", "C", "C", "C", "C", "C", "C", "C", "C", "C", "C", "C", "H", "H", "H", "H", "H", "H", "H", "H", "H", "H", "H", "H", "H", "H", "H", "H", "H", "H", "H", "H"],
  "xyz": [[0.1142, 0.0381, 1.8843], [0.0705, 2.5909, -1.5087], [-1.6696, -4.8404, -2.2892], [-0.2348, 3.9849, -1.6639], [-2.0273, -2.2987, -1.5470], [0.4344, 1.8280, -2.6664], [-3.7127, -2.4077, -0.1551], [-3.4973, -3.6406, -0.6277], [1.2600, 2.3655, -0.3428], [-0.6738, -2.5231, 1.6308], [-1.3374, 1.7819, -0.7416], [3.5872, 2.6530, 1.3237], [-2.1789, 2.4713, 0.1115], [-0.7480, -3.7302, 0.9615], [0.0900, -1.4973, 1.0965], [-2.6176, -0.2153, -0.4378], [-0.0692, -3.9201, -0.2395], [1.3023, 3.4267, 0.6438], [-2.4937, -3.5629, -1.4396], [-0.3138, -5.1506, -1.0379], [-2.8275, -1.6205, -0.7003], [-3.2399, 1.8044, 0.7091], [-1.5494, 0.4524, -1.0342], [0.8066, -1.6781, -0.0764], [0.7193, -2.8882, -0.7404], [-3.4576, 0.4648, 0.4449], [2.5734, 2.0372, -0.8650], [3.4682, 1.5543, 0.2717], [2.1931, 3.0270, 1.8176], [3.0293, 0.6654, 0.7276], [-4.2719, -0.0744, 0.9023], [0.2797, 3.5980, 0.9821], [3.0286, 2.9165, -1.3449], [4.2015, 2.3129, 2.1590], [4.0679, 3.5293, 0.8829], [4.4492, 1.2930, -0.1273], [-2.0078, 3.5225, 0.2825], [-1.2226, -2.3706, 2.5463], [1.7497, 2.1711, 2.3270], [0.5432, -5.4463, -1.6390], [2.2448, 3.8578, 2.5227], [1.6716, 4.3559, 0.1867], [-0.8907, -0.0444, -1.7283], [-3.8972, 2.3335, 1.3818], [-1.3660, -4.5216, 1.3595], [1.3978, -0.8707, -0.4790], [1.2440, -3.0237, -1.6744], [-0.6542, -5.9811, -0.4222], [2.4326, 1.2702, -1.6270]],
  "forces_ev_per_a": [[0.0153, 0.0805, 0.2466], [-0.2071, -0.1709, 0.3540], [0.0936, 0.0608, 0.0913], [-0.0338, -0.0353, 0.2888], [-0.2163, 0.4514, 0.0399], [0.1151, -0.2429, 0.1057], [-0.1171, 1.6366, 0.4063], [0.3018, -1.2296, -0.5674], [-0.6541, 0.0400, -0.7639], [0.0501, 0.1364, -0.0080], [0.3788, 0.3461, -0.2579], [-0.1220, -0.2314, 0.1400], [0.0164, 0.1391, 0.0067], [0.1798, -0.0470, -0.1474], [-0.0177, -0.2507, -0.0469], [0.3115, 0.5945, -0.1109], [0.2428, 0.0528, 0.2228], [-0.1759, 0.3497, 0.5402], [-0.0576, -0.5684, -0.2412], [-0.3951, -0.0813, -0.2783], [-0.4718, -0.7347, 0.2330], [0.0725, -0.0040, -0.0167], [-0.1803, -0.1998, -0.0362], [0.0071, -0.0300, 0.0573], [0.0307, -0.1373, 0.1940], [0.1290, -0.1153, -0.1413], [0.4072, -0.4361, -0.3732], [-0.0308, 0.3061, -0.0846], [0.0391, 0.0825, -0.1983], [-0.0012, -0.0995, -0.0174], [-0.1014, -0.0230, 0.0650], [0.0580, 0.1471, 0.1128], [0.0356, -0.0593, -0.0167], [0.0553, 0.0697, -0.0094], [0.0794, 0.0506, 0.0037], [-0.0118, -0.0473, -0.0318], [-0.0421, 0.1307, 0.0574], [-0.0487, 0.0537, 0.0941], [-0.0009, 0.0227, 0.0679], [0.0332, -0.0359, 0.0568], [-0.0557, 0.0025, 0.0177], [-0.0631, -0.0281, 0.0608], [0.0233, -0.1343, -0.0615], [-0.0549, 0.0501, 0.0408], [-0.0682, -0.0699, 0.0198], [0.0699, 0.1235, -0.0235], [0.0492, 0.0014, -0.1282], [0.1379, 0.0272, 0.0159], [0.1943, 0.0562, 0.0210]]
}

{
  "formula": "C20H20F3N3O2",
  "method": "ωB97M-V with the def2-TZVPD basis set",
  "homo_energy_ha": -0.3418,
  "homo_lumo_gap_ev": 9.23,
  "e_lumo_ha": -0.0027,
  "species": ["F", "F", "F", "O", "O", "N", "N", "N", "C", "C", "C", "C", "C", "C", "C", "C", "C", "C", "C", "C", "C", "C", "C", "C", "C", "C", "C", "C", "H", "H", "H", "H", "H", "H", "H", "H", "H", "H", "H", "H", "H", "H", "H", "H", "H", "H", "H", "H"],
  "xyz": [[5.5679, 1.1296, 0.4117], [5.5546, -1.0498, 0.3473], [5.2744, 0.2142, -1.3359], [-1.3081, -1.6780, -1.4091], [-1.4462, 0.8295, 1.1462], [-0.5949, 2.5676, -2.2654], [-2.5584, -2.1494, 0.4681], [-3.1632, 1.7574, -1.1998], [-1.2376, 3.1910, -1.1567], [-1.2635, 1.5265, -2.7003], [-0.7872, -0.1257, 1.3864], [3.2160, 0.0664, 1.6558], [-2.4412, 2.8154, -0.8556], [4.9913, 0.0123, 0.1170], [3.5285, 0.1602, 0.2770], [-2.3688, -1.3731, -0.6897], [2.4806, 0.2049, -0.8954], [-3.7655, -0.9647, -1.4845], [-2.6067, 1.2180, -2.1808], [1.8387, -0.3299, 1.9379], [1.1092, 0.1418, -0.3344], [-1.4570, -2.2884, 1.1234], [-3.6758, -1.0792, 2.2517], [0.6550, -0.1705, 1.0801], [-1.1054, -1.2316, 2.0551], [-3.6264, -2.0155, 1.3705], [-2.2702, -1.0708, 3.0488], [-3.2480, 0.0523, -2.6409], [-2.2225, -0.2111, 3.6282], [-0.4406, -2.4820, 0.3684], [-4.3876, -0.9987, 2.8221], [2.7823, 0.2879, -1.7861], [1.6089, -0.4505, 2.9996], [-1.3983, -3.2780, 1.7966], [-4.3203, -1.6568, -1.9433], [-4.2189, 0.2485, -3.1434], [-2.5745, -2.0310, 3.5991], [-3.0002, 3.6537, 0.2026], [-3.7558, -2.9293, 1.6155], [-4.2632, -0.4503, -0.6782], [-3.4937, 0.0603, 1.8115], [-0.3635, -1.6115, 2.6602], [-2.5949, -0.6227, -3.2296], [-4.5220, -2.0332, 0.5995], [3.8788, -0.2267, 2.3377], [-0.8504, 0.8015, -3.2551], [-0.6474, 3.8877, -0.8947], [0.4464, 0.3586, -0.9689]],
  "forces_ev_per_a": [[2.0016, 1.5603, 3.8035], [2.3146, -3.9204, 2.5462], [-1.0042, -1.4935, -0.1036], [-3.9426, 2.9425, 2.9638], [-1.6603, 1.8119, -1.0043], [-0.8304, -1.2453, 1.3742], [-2.0381, 3.2974, -4.1060], [-0.7029, 3.2360, 1.6070], [0.1414, -4.5145, -6.3916], [-2.7732, 2.9246, 3.1145], [4.5257, 3.6128, -1.0670], [-6.2588, -1.4356, -5.2657], [-4.5007, 3.9548, 7.3522], [-2.4521, 5.0805, -8.0565], [-2.6755, -1.0360, -0.5451], [0.4054, -5.4375, -5.5962], [-2.3723, -1.1403, 14.1437], [5.7855, 5.2617, 2.4525], [3.5138, -1.7753, -2.1979], [-2.0481, 2.0849, 0.2612], [6.7541, -1.4053, 4.8563], [10.0586, -6.8432, 1.6674], [10.2015, 11.5249, 0.3487], [7.3091, 1.5798, -3.9878], [-4.8573, -3.5582, 5.4257], [-4.5612, -2.3228, -11.4553], [-3.3533, -3.3572, -1.0131], [-2.7697, -4.9886, -0.6211], [0.2592, 1.3171, 1.3444], [-3.1091, 0.5430, 1.9407], [-7.5154, 0.3238, 6.0759], [1.9283, 0.7434, -6.8958], [0.1343, -0.3996, -0.0896], [-0.5765, 1.6650, -1.4916], [-1.6268, -3.3583, -1.2178], [0.8108, 0.2237, -0.3395], [1.9636, 1.1622, 0.1856], [1.6201, -2.8204, -3.2277], [-0.7690, -6.4811, 3.0723], [-0.8807, 0.4612, -0.3642], [-1.3018, -2.7112, 0.2173], [2.3137, -0.5106, 0.8744], [-0.4515, 0.6979, -0.1650], [0.8254, 0.5559, 1.5178], [2.9121, -0.4348, 2.7464], [1.6140, -2.0734, -2.7026], [3.1887, 5.4120, 2.9016], [-5.5497, 1.2859, -4.8882]]
}

| no. | calculated total energy (hartree) |
| --- | --- |
| 1 | -2941.95666 |
| 2 | -2420.67514 |
| 3 | -1387.95360 |